Entry 1:
ORCA calculation (the ωB97M-V functional and the def2-TZVPD basis) on the ion C8H16NO2 with charge +1 in a non-equilibrium geometry.

Last column: Löwdin charge in e.
Geometry (Å):
C 1.9706 1.3979 -1.2615  0.153
C 1.2651 1.2325 -0.1804  -0.274
C -0.9727 -1.4560 -1.0740  -0.079
C 0.4573 -1.4176 -1.5471  -0.156
C 1.0512 -0.1331 0.2929  -0.340
C 0.9820 2.3050 0.8614  -0.003
C -1.3190 -1.3927 1.3604  -0.041
C -1.8241 0.6149 0.1807  -0.027
N -0.9968 -0.5949 0.1477  -0.247
O 1.3308 -1.2175 -0.4987  0.024
O 1.2927 -0.2876 1.5534  0.174
H 2.0934 2.3886 -1.4544  0.070
H 2.3761 0.5875 -1.8605  0.110
H -1.6358 -0.8605 -1.7111  0.129
H -1.4023 -2.5022 -0.8014  0.169
H 0.8631 -2.2625 -1.9937  0.129
H 0.4654 -0.6120 -2.2835  0.132
H 0.0179 2.8073 0.6225  0.091
H 0.8857 1.7800 1.8215  0.093
H 1.8003 3.0243 0.8514  0.100
H -0.8718 -0.8765 2.2894  0.129
H -2.3479 -1.6450 1.5587  0.101
H -0.7879 -2.3509 1.1606  0.104
H -2.6911 0.3215 -0.4643  0.111
H -2.2109 0.8707 1.1279  0.085
H -1.2566 1.4855 -0.3579  0.122
H 1.4653 -1.2068 1.6601  0.144

Strongest force on any atom in hartree/bohr: 0.0866
E_LUMO in eV: -3.7
Net charge: +1
Frontier orbital gap in eV: 10.23
ΔE to the lowest compared entry with this formula, charge and spin in kcal/mol: 48.7
E_tot in eV: -14131.4955

***

Entry 2:
ORCA calculation (the ωB97M-V functional and the def2-TZVPD basis) on a structure of composition C8H13CrN3O3 in a non-equilibrium geometry.

Last column: Löwdin charge in e.
Geometry (Å):
O 0.2968 1.8294 -6.0239  0.122
C 0.2967 1.1889 -5.0584  0.081
Cr 0.2743 -0.3498 -2.5081  0.745
C 1.8761 -1.2277 -3.0952  -0.011
C -1.3039 -1.2401 -3.1147  -0.075
O 2.8914 -1.7118 -3.4038  0.235
O -2.3054 -1.7127 -3.4151  0.239
C 2.5019 0.4139 1.4279  -0.010
N 1.0214 0.3580 1.6389  -0.094
C 0.6636 0.4230 3.0622  -0.026
C 0.1565 0.1409 0.6098  -0.289
N 0.6841 0.0021 -0.6624  -0.030
N -1.2102 0.0167 0.7359  -0.095
C -2.0896 0.3127 1.8740  -0.029
C -2.0255 -0.4917 -0.3990  -0.049
H 3.0661 0.5484 2.3706  0.112
H 2.7781 1.2642 0.7951  0.104
H 2.8724 -0.5223 0.9954  0.103
H 0.1764 1.3773 3.2922  0.104
H 0.0580 -0.4476 3.3375  0.108
H 1.5436 0.3966 3.7325  0.109
H 1.7031 0.1302 -0.6522  0.045
H -2.9236 0.9833 1.5622  0.120
H -2.5721 -0.6167 2.2522  0.124
H -1.6129 0.8113 2.6959  0.059
H -1.9874 0.2124 -1.2405  0.074
H -1.7152 -1.5077 -0.6663  0.090
H -3.1145 -0.5810 -0.1427  0.136

Strongest force on any atom in hartree/bohr: 0.1650
E_LUMO (spin up / spin down) in eV: -9.7 / -9.8
Net charge: +2
Frontier orbital gap (spin up / spin down) in eV: 6.56 / 6.52
Spin multiplicity: 5
Expectation value of S²: 6.03
E_tot in eV: -47521.9454

***

Entry 3:
ORCA calculation (the ωB97M-V functional and the def2-TZVPD basis) on a cluster of 5 separate species, C19H32ClN6O6S in total.

Last column: Löwdin charge in e.
Geometry (Å):
O 4.6493 -1.4581 -1.5998  0.213
C 3.9635 -0.9655 -2.4227  -0.481
O 4.4306 -0.1550 -3.4111  0.125
C 2.4744 -1.1353 -2.4263  -0.074
C 1.6960 -0.2538 -1.6869  0.066
C 0.3308 -0.4159 -1.6988  0.043
N -0.2237 -1.4090 -2.4228  -0.068
N -1.6332 -1.5663 -2.4149  0.059
C -2.2417 -0.6006 -2.9148  -0.734
S -2.9879 0.5779 -3.5248  0.980
C 0.5076 -2.2700 -3.1540  -0.591
Cl -0.2407 -3.4840 -4.0685  0.856
C 1.8904 -2.1483 -3.1680  0.020
H 4.8765 -0.7014 -4.0732  0.139
H 2.1218 0.5348 -1.0877  0.121
H -0.3183 0.2426 -1.1446  0.150
H 2.5029 -2.8261 -3.7351  0.138
C -5.7073 5.3167 -3.7288  -0.007
C -4.4969 4.5083 -4.1250  -0.554
O -4.5982 3.4619 -4.7513  -0.005
N -3.2786 4.9885 -3.7634  0.004
C -2.9725 6.2026 -3.0258  -0.070
H -6.5950 4.8071 -4.0889  0.085
H -5.7703 5.4091 -2.6441  0.087
H -5.6687 6.3110 -4.1742  0.089
H -2.5118 4.4096 -4.0649  0.131
H -2.3435 6.8556 -3.6319  0.086
H -2.4332 5.9553 -2.1103  0.083
H -3.8794 6.7351 -2.7642  0.073
C 1.3290 0.2073 2.8977  0.003
C 1.8758 1.0753 1.7935  -0.538
O 1.1856 1.4190 0.8298  -0.019
N 3.1578 1.4749 1.8973  0.021
C 4.0980 1.1644 2.9640  -0.064
H 0.2917 -0.0256 2.6758  0.082
H 1.8928 -0.7232 2.9681  0.091
H 1.3782 0.7262 3.8556  0.086
H 3.4678 2.0622 1.1388  0.140
H 4.4280 2.0901 3.4334  0.088
H 4.9671 0.6519 2.5475  0.087
H 3.6392 0.5397 3.7192  0.047
C -6.2871 -5.5694 -2.6188  -0.010
C -5.4110 -5.8011 -3.8271  -0.550
O -5.7712 -6.4748 -4.7720  0.048
N -4.1743 -5.2186 -3.8281  0.003
C -3.5690 -4.3877 -2.8070  -0.103
H -7.2253 -6.0926 -2.7707  0.085
H -5.8113 -5.9566 -1.7168  0.084
H -6.4950 -4.5063 -2.4904  0.083
H -3.6450 -5.4152 -4.6623  0.134
H -3.3272 -3.4110 -3.2252  0.043
H -2.6453 -4.8522 -2.4531  0.071
H -4.2388 -4.2544 -1.9643  0.076
C 3.1885 -0.3197 8.0698  -0.007
C 3.8407 0.5543 7.0268  -0.539
O 3.2438 0.9135 6.0187  0.009
N 5.1219 0.9368 7.2432  0.012
C 5.9805 0.6134 8.3700  -0.067
H 2.1730 -0.5355 7.7536  0.082
H 3.7303 -1.2596 8.1782  0.087
H 3.1548 0.1905 9.0326  0.088
H 5.4971 1.5209 6.5130  0.138
H 6.2938 1.5298 8.8710  0.086
H 6.8704 0.0898 8.0188  0.085
H 5.4623 -0.0164 9.0839  0.073

Strongest force on any atom in hartree/bohr: 0.0185
E_LUMO in eV: -4.2
Net charge: +1
Frontier orbital gap in eV: 7.05
E_tot in eV: -64798.5395